(1)
118
Properties=species:S:1:pos:R:3:forces:R:3 method="wB97M-V/def2-TZVPD" lumo_ev=0.1 molar_mass_g_mol=794.94 e_above_lowest_kj_mol=0.0 smiles="c1cc[nH]c1.c1cc[nH]c1.c1cc[nH]c1.c1cc[nH]c1.O=C1CCCO1.O=C1CCCO1.O=C1CCCO1.O=C1CCCO1.O=C1CCCO1.CO.CO.CO" orbital_gap_ev=8.2 fmax_ev_per_a=1.99
C -8.29743 -26.30572 1.67688 0.3 0.0 -0.4
C -8.47695 -25.82314 2.99259 -0.4 0.2 0.6
C -9.66654 -26.32713 3.46447 0.4 -0.5 -0.5
N -10.17490 -27.14885 2.48166 0.0 0.1 0.0
C -9.35988 -27.12059 1.37918 0.0 0.1 0.4
H -7.48324 -26.07379 1.00946 0.0 0.0 0.0
H -7.85126 -25.16954 3.57984 0.1 0.1 -0.3
H -10.20027 -26.11722 4.37120 0.0 -0.2 0.1
H -10.88132 -27.85603 2.60665 -0.3 0.2 -0.1
H -9.63845 -27.62823 0.47111 0.1 -0.2 0.0
C -15.24427 -32.28132 -1.55860 -0.1 -0.2 0.1
C -14.65246 -30.99530 -1.60960 0.0 0.0 -0.2
C -14.74019 -30.44091 -0.35644 0.1 0.2 -0.3
N -15.34003 -31.35706 0.46200 -0.4 0.0 -0.5
C -15.66156 -32.47413 -0.26963 0.0 0.1 0.6
H -15.37404 -32.96864 -2.37793 0.1 0.0 0.0
H -14.22995 -30.54497 -2.49399 0.0 0.1 0.1
H -14.43426 -29.45272 -0.04548 0.0 -0.1 0.3
H -15.56578 -31.27669 1.44239 0.1 0.1 -0.1
H -16.16306 -33.27641 0.24763 0.0 -0.1 -0.3
C -15.37234 -23.03593 0.80725 0.4 -0.6 0.3
C -16.54089 -22.26605 1.03393 0.2 0.5 -0.2
C -16.14631 -20.95117 0.95936 0.2 0.6 -0.1
N -14.77992 -20.88839 0.74376 -1.5 -1.0 0.0
C -14.33100 -22.18052 0.63271 1.1 0.9 -0.2
H -15.21676 -24.10459 0.82611 -0.3 0.0 -0.1
H -17.54612 -22.62582 1.17311 0.0 0.0 0.0
H -16.69527 -20.02267 0.94018 -0.2 -0.2 0.3
H -14.26393 -20.04066 0.61879 0.2 0.0 -0.1
H -13.28833 -22.32941 0.39334 -0.1 -0.4 0.2
C -12.75131 -26.64652 6.27831 0.7 0.1 0.4
C -13.21970 -27.64126 5.38574 -0.4 -0.1 -0.4
C -12.15783 -28.46081 5.05901 -0.3 0.6 0.5
N -11.09486 -27.99531 5.77026 0.7 -0.9 -0.1
C -11.42052 -26.92074 6.52898 -0.4 0.1 -0.3
H -13.24594 -25.79339 6.71356 -0.4 -0.2 -0.1
H -14.23958 -27.76119 5.05308 0.1 0.1 -0.1
H -12.03769 -29.30609 4.40458 -0.2 0.0 0.0
H -10.20385 -28.46068 5.74787 0.1 0.2 0.1
H -10.68032 -26.44668 7.15030 -0.1 0.1 0.0
O -11.65775 -29.57524 1.67749 -0.3 -0.1 0.3
C -11.57697 -30.73566 1.35767 0.0 0.4 -0.2
C -12.46322 -31.88682 1.77625 1.1 -0.3 0.6
C -11.90370 -33.05872 0.97860 -0.7 -0.2 -1.1
C -10.55515 -32.57995 0.44832 0.2 0.3 0.2
O -10.62376 -31.13427 0.51398 0.4 -0.5 0.1
H -12.28364 -32.05242 2.84358 -0.2 0.2 0.1
H -13.51097 -31.66034 1.59616 0.4 -0.2 0.1
H -11.78619 -34.00560 1.49939 -0.2 0.1 0.2
H -12.61362 -33.19945 0.15902 0.2 -0.3 -0.1
H -9.73366 -32.94960 1.06760 0.0 0.4 0.2
H -10.26358 -32.84132 -0.56579 -0.5 0.0 -0.1
O -10.01024 -27.38423 -3.99187 -0.2 -0.2 0.0
C -10.95369 -27.66189 -3.30496 0.4 0.6 -0.3
C -12.43679 -27.57387 -3.64677 1.1 -0.9 0.1
C -13.02902 -27.53208 -2.26500 -1.0 0.9 0.0
C -12.07516 -28.33262 -1.41172 0.2 -0.2 0.0
O -10.78890 -28.08382 -2.02969 -0.2 -0.1 0.5
H -12.61265 -26.75201 -4.33059 -0.2 0.0 0.0
H -12.63191 -28.54348 -4.12303 -0.3 0.2 -0.2
H -13.01927 -26.49636 -1.91336 0.1 -0.1 0.1
H -14.08118 -27.80621 -2.21672 0.1 -0.4 0.1
H -12.09928 -27.99802 -0.37647 0.4 0.2 0.0
H -12.20735 -29.41821 -1.38544 -0.3 0.1 -0.3
O -17.02222 -26.62442 1.06938 -0.2 0.2 -0.1
C -18.09476 -26.70649 1.61171 0.2 -0.1 0.9
C -18.59560 -27.84276 2.46333 -0.5 -0.2 -0.5
C -20.10436 -27.57123 2.58150 0.7 -0.4 0.7
C -20.17999 -26.06550 2.35103 -0.4 -0.6 -0.2
O -18.98374 -25.71256 1.63707 0.2 0.5 -0.5
H -18.36117 -28.78791 1.97790 0.1 0.0 0.2
H -18.10822 -27.75441 3.43472 0.1 -0.1 0.0
H -20.67424 -28.16730 1.87250 0.0 0.2 -0.1
H -20.41306 -27.82619 3.59370 -0.3 0.0 -0.1
H -21.01907 -25.81814 1.70491 0.0 0.3 0.2
H -20.21008 -25.54845 3.30731 0.1 0.3 -0.2
O -18.32962 -25.62873 5.19580 0.0 0.3 -0.1
C -17.52640 -24.72723 5.15192 -0.2 -1.3 -0.7
C -16.95236 -24.05579 3.92216 1.2 -0.4 0.1
C -15.67623 -23.41057 4.48395 -0.8 1.7 0.7
C -16.09658 -23.14766 5.93622 0.3 0.5 -0.6
O -16.96992 -24.23872 6.25857 0.2 0.3 0.7
H -16.61880 -24.70835 3.11541 -0.7 -0.5 0.1
H -17.72588 -23.40459 3.51548 0.3 0.4 0.0
H -14.76340 -24.00213 4.51294 -0.3 -0.4 -0.5
H -15.47515 -22.45368 4.00001 0.3 -0.1 -0.1
H -15.24142 -23.08100 6.60512 -0.2 -0.4 0.3
H -16.65015 -22.21016 6.03279 -0.1 -0.1 0.0
O -15.56712 -26.04896 -5.50906 -0.1 0.4 -0.2
C -15.91125 -25.80219 -4.39122 0.1 -1.0 0.3
C -17.07621 -26.40876 -3.62664 -0.5 0.0 -0.4
C -16.65513 -26.23591 -2.17116 -0.2 -0.4 -0.7
C -15.73384 -25.02989 -2.23627 -1.0 0.7 0.4
O -15.18730 -25.02820 -3.55760 0.7 0.0 -0.1
H -18.00763 -25.94289 -3.96513 0.1 0.4 0.4
H -17.22541 -27.45042 -3.90952 0.3 0.0 -0.1
H -17.47332 -26.13812 -1.46443 0.1 0.0 0.1
H -16.09088 -27.14913 -1.97594 0.1 0.2 0.6
H -16.29888 -24.09433 -2.15199 -0.1 -0.1 0.2
H -14.99581 -25.02094 -1.43792 0.5 -0.1 -0.5
C -14.77455 -30.21840 3.54906 -0.4 -0.4 1.4
O -15.19758 -31.57403 3.34867 0.1 0.1 -0.1
H -14.63708 -30.06460 4.62543 0.1 0.1 -0.1
H -13.83714 -29.95856 3.05618 -0.2 0.1 -0.4
H -15.63292 -29.61092 3.28301 0.2 0.3 -0.5
H -14.60163 -32.15263 3.83175 0.0 -0.1 -0.1
C -13.82037 -26.65014 1.67764 0.3 -0.7 -0.5
O -14.31205 -26.49115 0.34298 -0.5 0.1 0.6
H -13.71225 -27.71447 1.91482 -0.1 -0.1 0.0
H -12.80898 -26.24730 1.70515 -0.2 0.4 0.3
H -14.51716 -26.23314 2.40685 0.3 0.4 0.1
H -15.27836 -26.48380 0.46096 0.3 -0.1 -0.4
C -11.93264 -23.94033 3.19497 0.3 -0.7 -0.4
O -11.18923 -24.10079 2.00202 -0.1 0.1 -0.6
H -12.88604 -23.50083 2.89893 0.1 0.3 0.2
H -12.17756 -24.91242 3.63999 0.1 0.1 0.2
H -11.36940 -23.32542 3.90213 -0.3 0.1 0.2
H -10.49122 -24.77249 2.07662 -0.3 0.3 0.3

(2)
25
Properties=species:S:1:pos:R:3:forces:R:3 method="wB97M-V/def2-TZVPD" lumo_ev="-0.9 / -0.9" molar_mass_g_mol=278.29 e_above_lowest_kj_mol=147.0 multiplicity=4 orbital_gap_ev="5.2 / 7.0" fmax_ev_per_a=2.58
Ga 0.24729 -0.47494 -2.87677 1.3 0.9 -0.6
Cl 0.93205 0.55561 -0.94456 0.5 0.5 -1.6
C -1.21224 -0.14766 -4.14074 -0.8 -0.4 0.4
C 2.01618 -0.89296 -3.62732 0.0 -0.9 0.1
H -1.06824 -0.79774 -5.01784 0.1 0.1 0.4
H -2.17770 -0.39468 -3.68358 0.0 0.2 -0.3
H -1.22019 0.89297 -4.48863 0.1 -0.2 0.3
H 1.90012 -1.49310 -4.54001 0.1 0.1 0.2
H 2.59133 -1.47190 -2.89477 0.1 0.2 -0.3
H 2.56480 0.02344 -3.87902 -0.2 -0.1 0.2
Mn -0.33442 0.07935 0.87959 1.4 -1.0 -1.2
C -1.96858 0.94508 0.86953 -1.5 0.7 0.8
C -0.70534 -1.57658 1.31165 -0.8 -2.2 -1.2
H -2.54404 0.54244 0.02115 0.0 0.3 0.3
H -2.41771 0.67745 1.83913 -0.3 0.4 -0.5
H -1.73306 2.01840 0.79351 -0.4 -0.3 0.0
H 0.04025 -2.24192 1.80238 -1.0 0.3 -0.1
H -1.71675 -1.91058 0.97374 0.7 -0.3 1.1
C 1.00206 0.63758 4.66552 0.0 0.0 0.2
O 0.28196 0.24042 3.48648 0.7 0.5 0.5
C 0.60863 0.86332 2.33697 0.2 1.8 0.4
O 1.41651 1.76908 2.20140 -0.2 -0.8 0.9
H 0.82763 1.68986 4.90546 0.0 -0.1 -0.1
H 2.07511 0.46170 4.55908 -0.1 0.0 -0.1
H 0.59433 0.00535 5.44767 0.1 0.0 0.1

(3)
70
Properties=species:S:1:pos:R:3:forces:R:3 method="wB97M-V/def2-TZVPD" lumo_ev=0.0 molar_mass_g_mol=625.76 e_above_lowest_kj_mol=231.2 orbital_gap_ev=5.8 fmax_ev_per_a=0.60
Y 0.35684 -0.73304 0.24153 0.1 0.6 0.0
C -0.88775 2.42827 2.26242 0.0 0.0 0.0
C -2.11708 1.98054 1.47914 -0.1 0.1 0.0
S -1.89689 1.81334 -0.30600 0.1 -0.1 0.0
C -1.96179 3.53852 -0.87610 0.0 0.0 0.0
C -0.67935 4.36291 -0.78999 0.0 0.0 0.0
S 0.72229 3.52000 -1.57983 0.0 0.0 0.0
C 2.06016 4.00275 -0.45754 0.0 0.0 -0.1
C 3.18738 2.98284 -0.49211 -0.1 0.0 0.0
S 2.80663 1.31592 0.10850 0.1 -0.1 0.1
C 3.02882 1.45797 1.89953 0.0 0.0 0.0
C 1.86937 2.06397 2.68422 0.0 0.0 0.0
S 0.33489 1.09801 2.51249 0.0 -0.1 -0.1
H -1.19141 2.78549 3.24742 0.0 0.0 0.0
H -0.37639 3.23936 1.74746 0.0 0.0 0.0
H -2.92699 2.69021 1.66176 0.0 0.0 0.0
H -2.44659 0.98871 1.78939 0.0 0.0 0.0
H -2.76584 4.06398 -0.35552 0.0 0.0 0.0
H -2.27113 3.46327 -1.92075 0.0 0.0 0.0
H -0.41422 4.56374 0.24735 0.0 0.0 0.0
H -0.84697 5.32747 -1.27225 0.0 0.0 0.0
H 1.65184 4.09488 0.54885 0.0 0.0 0.0
H 2.46148 4.97652 -0.74570 0.0 0.0 0.0
H 4.04283 3.34838 0.07887 0.0 0.0 0.0
H 3.53109 2.83904 -1.51789 0.0 0.0 0.0
H 3.94488 2.01916 2.09429 0.0 0.0 0.0
H 3.20447 0.43292 2.23358 0.0 0.0 0.0
H 1.67207 3.08629 2.36503 0.0 0.0 0.0
H 2.13893 2.09569 3.74062 0.0 0.0 0.0
N -0.51295 -0.06090 -2.85745 0.0 0.0 0.0
C -0.27567 0.16222 -4.15689 0.0 0.1 0.0
C 1.08194 0.01506 -4.35045 0.0 -0.1 0.0
C 1.58556 -0.32594 -3.08980 0.0 0.1 0.0
N 0.61007 -0.35655 -2.18855 -0.1 -0.2 0.1
H -1.39170 -0.07455 -2.35421 0.0 0.0 0.0
H -1.07331 0.40163 -4.83896 0.0 0.0 0.0
H 1.62453 0.12015 -5.27260 0.0 0.0 0.0
H 2.59735 -0.55466 -2.79079 0.0 0.0 0.0
C -2.20251 -1.66287 3.27991 0.0 0.0 0.0
C -3.09338 -2.05234 2.13280 0.0 0.1 -0.1
C -4.25549 -2.77151 2.36478 0.0 0.0 0.0
C -5.09369 -3.16006 1.32929 0.0 0.0 0.0
C -4.75152 -2.80460 0.03231 0.0 0.0 0.0
C -3.60393 -2.07779 -0.24115 0.1 0.1 0.1
C -3.27037 -1.68589 -1.65002 0.0 0.0 0.0
C -2.72423 -1.68436 0.80636 -0.2 0.1 0.2
N -1.58889 -0.98076 0.55571 0.1 -0.5 -0.4
H -2.40418 -2.28028 4.15690 0.0 0.0 0.0
H -2.34675 -0.61653 3.57471 0.0 0.0 0.0
H -1.15181 -1.77154 3.00641 0.0 0.0 0.0
H -4.50301 -3.04607 3.38584 0.0 0.0 0.0
H -5.99363 -3.72733 1.52873 0.0 0.0 0.0
H -5.39697 -3.09360 -0.79163 0.0 0.0 0.0
H -4.04560 -2.01392 -2.34394 0.0 0.0 0.0
H -2.31552 -2.11901 -1.96799 0.0 0.0 0.0
H -3.18423 -0.59504 -1.71939 0.0 0.0 0.0
F 4.60065 -3.48086 -3.16000 0.0 0.0 0.0
C 3.90238 -3.24507 -2.01996 0.0 0.0 0.0
C 2.70648 -3.89799 -1.80854 0.0 0.0 0.0
C 1.99905 -3.64770 -0.64138 -0.1 0.1 0.0
C 2.46596 -2.75248 0.34358 -0.2 0.2 -0.1
C 1.63556 -2.37323 1.48704 0.3 -0.1 0.3
C 3.69004 -2.11121 0.06642 0.0 0.0 -0.1
C 4.40735 -2.35394 -1.09465 0.0 0.0 0.0
H 2.33730 -4.59490 -2.54961 0.0 0.0 0.0
H 1.06024 -4.16498 -0.47353 0.0 0.0 0.0
H 2.20938 -1.95892 2.32114 0.1 -0.1 0.0
H 0.98445 -3.16856 1.85127 0.0 0.0 -0.1
H 4.09589 -1.41697 0.79362 0.0 0.0 0.0
H 5.35361 -1.86328 -1.28411 0.0 0.0 0.0